Entry 1:
Below is a 2-piece molecular cluster, C3H7N3 overall, with properties calculated with ωB97M-V/def2-TZVPD.

The geometry in XYZ format:
```
13
Properties=species:S:1:pos:R:3:lowdin_charge:R:1
C -0.133 1.956 0.296 -0.270
C 1.351 -0.212 0.872 0.047
C -0.625 0.859 -0.401 -0.470
N 0.191 2.895 0.900 0.142
N -0.346 0.642 -1.716 0.105
N -1.617 0.037 0.163 0.106
H 1.326 -0.896 -0.040 0.029
H 1.911 0.673 0.895 -0.025
H 0.643 -0.424 1.600 -0.032
H 0.117 1.449 -2.160 0.119
H -0.261 -0.241 -2.161 0.086
H -1.712 -0.873 -0.028 0.030
H -2.235 0.418 0.922 0.131
```

Calculated total energy   -7690.7108 eV
HOMO (alpha / beta)   -0.298 / -0.252 hartree
Frontier orbital gap (alpha / beta)   8.48 / 7.42 eV
LUMO (alpha / beta)   0.37 / 0.57 eV
Max |F|   5.94 eV/Å

Entry 2:
Below is one molecule with the formula C3H7N3, with properties calculated with ωB97M-V/def2-TZVPD.

The geometry in XYZ format:
```
13
Properties=species:S:1:pos:R:3:lowdin_charge:R:1
C -0.267 -0.893 -0.071 -0.253
C 0.366 -0.745 1.259 -0.225
C 0.466 -0.509 -1.316 -0.102
N 0.344 0.218 2.061 0.097
N -0.715 0.200 -0.925 -0.156
N -0.587 1.557 -0.617 0.010
H -0.905 -1.771 -0.142 0.132
H 0.909 -1.630 1.597 0.103
H 1.422 -0.007 -1.198 0.114
H 0.389 -1.131 -2.197 0.099
H -0.198 1.032 1.775 0.031
H -1.446 1.883 -0.187 0.081
H 0.222 1.796 -0.039 0.070
```

Calculated total energy   -7691.8787 eV
Structure (SMILES)   [H]/N=C\[C@@H]1CN1N
HOMO   -0.326 hartree
Frontier orbital gap   9.94 eV
LUMO   1.08 eV
Max |F|   1.13 eV/Å

ΔE to the lowest compared entry with this formula, charge and spin list, top to bottom, in eV: 3.969 2.801